[1]
C4H4N2O | ωB97M-V/def2-TZVPD

Properties
- HOMO energy (eV) = -9.116
- orbital gap (eV) = 9.26
- SMILES = C=C1C=NN=CO1

Last columns: bonded neighbours and bond lengths (Å).
Element x y z (Å)
1 C -1.842 0.586 -1.126  C2 1.270, H8 1.050, H9 1.098
2 C -0.821 0.255 -0.446  C1 1.270, C3 1.501, O7 1.297
3 C -0.370 -1.145 -0.147  C2 1.501, N4 1.279, H10 1.119
4 N 0.763 -1.480 0.344  C3 1.279, N5 1.412
5 N 1.607 -0.425 0.752  N4 1.412, C6 1.298
6 C 1.089 0.762 0.670  N5 1.298, O7 1.388, H11 1.061
7 O -0.112 1.185 0.115  C2 1.297, C6 1.388
8 H -2.072 1.581 -1.371  C1 1.050
9 H -2.396 -0.171 -1.696  C1 1.098
10 H -1.240 -1.826 -0.330  C3 1.119
11 H 1.684 1.530 1.095  C6 1.061

[2]
C4H4N2O | ωB97M-V/def2-TZVPD

Properties
- HOMO energy (eV) = -9.140
- orbital gap (eV) = 8.14

Last columns: bonded neighbours and bond lengths (Å).
Element x y z (Å)
1 C 1.141 -1.615 0.327  C2 1.534, N5 1.424, O7 1.203
2 C 1.930 -0.477 -0.332  C1 1.534, N6 1.286
3 C -0.209 0.007 0.184  C4 1.448, N5 1.241, N6 1.448
4 C -1.371 0.851 -0.001  C3 1.448, H8 1.122, H9 1.114, H10 1.173
5 N -0.130 -1.109 0.720  C1 1.424, C3 1.241
6 N 1.041 0.449 -0.397  C2 1.286, C3 1.448, H11 0.939
7 O 1.394 -2.791 0.277  C1 1.203
8 H -1.257 1.315 -1.016  C4 1.122
9 H -2.354 0.341 0.119  C4 1.114
10 H -1.308 1.694 0.813  C4 1.173
11 H 1.124 1.336 -0.695  N6 0.939

[3]
C4H4N2O | ωB97M-V/def2-TZVPD

Properties
- HOMO energy (eV) = -9.056
- orbital gap (eV) = 9.12
- SMILES = [H]/N=c1/cncco1

Last columns: bonded neighbours and bond lengths (Å).
Element x y z (Å)
1 H 2.622 1.205 0.090  N2 1.020
2 N 2.345 0.224 0.124  H1 1.020, C3 1.263
3 C 1.097 0.086 -0.011  N2 1.263, C4 1.475, O8 1.379
4 C 0.448 -1.238 0.037  C3 1.475, N5 1.279, H9 1.088
5 N -0.815 -1.420 0.131  C4 1.279, C6 1.397
6 C -1.612 -0.273 0.097  N5 1.397, C7 1.335, H10 1.082
7 C -1.094 0.937 -0.130  C6 1.335, O8 1.361, H11 1.079
8 O 0.247 1.153 -0.214  C3 1.379, C7 1.361
9 H 1.117 -2.095 -0.005  C4 1.088
10 H -2.681 -0.407 0.202  C6 1.082
11 H -1.673 1.828 -0.322  C7 1.079

[4]
C4H4N2O | ωB97M-V/def2-TZVPD

Properties
- HOMO energy (eV) = -9.817
- orbital gap (eV) = 10.78
- SMILES = c1cnoc1.C#N

Last columns: bonded neighbours and bond lengths (Å).
Element x y z (Å)
1 C 1.014 0.755 0.084  C2 1.434, C5 1.395, H6 1.105
2 C 1.245 0.040 1.306  C1 1.434, N3 1.293, H7 1.121
3 N 0.204 0.038 2.073  C2 1.293, O4 1.418
4 O -0.808 0.736 1.366  N3 1.418, C5 1.304
5 C -0.311 1.163 0.239  C1 1.395, O4 1.304, H8 1.117
6 H 1.624 0.967 -0.814  C1 1.105
7 H 2.171 -0.439 1.716  C2 1.121
8 H -1.088 1.506 -0.487  C5 1.117
9 C -1.597 -1.314 0.538  N10 1.130, H11 1.078
10 N -0.667 -1.839 0.171  C9 1.130
11 H -2.338 -0.803 1.131  C9 1.078

[5]
C4H4N2O | ωB97M-V/def2-TZVPD

Properties
- HOMO energy (alpha / beta) (eV) = -10.164 / -9.013
- orbital gap (alpha / beta) (eV) = 9.30 / 6.87

Last columns: bonded neighbours and bond lengths (Å).
Element x y z (Å)
1 C 1.965 0.227 0.018  N5 1.129, N6 1.279
2 C -1.251 0.377 -0.249  C3 1.251, C4 1.587, H8 1.071
3 C -0.742 1.085 -1.146  C2 1.251, H9 1.029
4 C -0.568 -0.752 0.632  C2 1.587, O7 1.366, H10 1.154, H11 1.055
5 N 2.387 0.776 0.909  C1 1.129
6 N 1.309 -0.472 -0.830  C1 1.279, O7 1.480
7 O 0.335 -1.377 -0.180  C4 1.366, N6 1.480
8 H -2.128 0.766 0.227  C2 1.071
9 H -0.118 1.217 -1.953  C3 1.029
10 H -0.001 -0.334 1.547  C4 1.154
11 H -1.187 -1.512 1.024  C4 1.055

[6]
C4H4N2O2 | ωB97M-V/def2-TZVPD

Properties
- HOMO energy (eV) = -9.875
- orbital gap (eV) = 8.97
- SMILES = O=CC1=NNC(=O)C1

Last columns: bonded neighbours and bond lengths (Å).
Element x y z (Å)
1 O -0.782 0.432 2.782  C2 1.297
2 C -0.668 -0.571 1.968  O1 1.297, C3 1.503, H9 1.046
3 C -0.353 -0.394 0.509  C2 1.503, N4 1.362, C8 1.559
4 N 0.434 -1.331 -0.090  C3 1.362, N5 1.406
5 N 0.882 -0.758 -1.293  N4 1.406, C6 1.325, H10 1.111
6 C 0.363 0.431 -1.561  N5 1.325, O7 1.205, C8 1.494
7 O 0.489 0.867 -2.677  C6 1.205
8 C -0.227 0.941 -0.287  C3 1.559, C6 1.494, H11 1.132, H12 1.091
9 H -0.588 -1.449 2.529  C2 1.046
10 H 1.211 -1.530 -2.021  N5 1.111
11 H -1.103 1.606 -0.018  C8 1.132
12 H 0.344 1.756 0.159  C8 1.091

Maximum force / eV Å⁻¹: 5.16; 4.16; 0.36; 2.61; 4.60; 6.41
Total energy / eV: -9237.4157; -9237.5587; -9239.1280; -9237.2101; -9232.8198; -11285.0804